Record 1
87
Properties=species:S:1:pos:R:3:forces:R:3 method="wB97M-V/def2-TZVPD" s2=2.008 fmax_ev_per_a=3.03 e_homo_ev="-7.4 / -7.4" relative_energy_kcal_mol=0.00 charge=0 multiplicity=3
O -4.489037 -2.919880 -2.212864 0.104 0.967 -0.414
C -4.223897 -2.128538 -3.071741 0.226 -0.445 -0.179
O -5.025913 -1.028148 -3.337425 0.210 -0.833 -0.113
C -2.928489 -2.239002 -3.944942 -1.033 0.443 0.803
N -2.337752 -3.571638 -3.734081 1.550 0.459 -1.649
C -1.044030 -3.501051 -3.125048 0.905 0.723 1.808
C -0.997513 -2.859694 -1.850564 0.106 -0.215 -0.207
C 0.190834 -2.664669 -1.135227 -0.341 -0.081 -0.822
C 1.407288 -3.114081 -1.692296 -0.490 0.104 0.209
C 1.404445 -3.771635 -2.928872 -0.447 0.315 0.561
C 0.189257 -3.945810 -3.633396 -0.355 -0.241 -0.367
S 0.297193 -4.748390 -5.228824 -0.184 0.050 0.081
C -1.416934 -4.920847 -5.701669 0.077 0.200 0.554
C -1.693130 -5.631652 -6.884985 -0.940 -0.313 -0.674
C -3.010090 -5.798233 -7.382454 0.556 0.711 1.416
C -4.050582 -5.247695 -6.602593 0.207 0.102 -0.275
C -3.777587 -4.544840 -5.422322 0.621 -0.208 -0.112
C -2.446845 -4.350119 -4.926515 -1.705 -0.856 -1.221
H -5.239076 -1.058138 -4.283230 0.201 0.366 0.134
H -2.265449 -1.415045 -3.612522 -0.181 -0.540 -0.044
H -3.153625 -2.024803 -5.010259 0.043 -0.305 0.518
H -1.937430 -2.498754 -1.408324 0.398 -0.292 -0.267
H 0.116789 -2.130257 -0.178081 0.381 -0.391 -0.431
H 2.330157 -2.936700 -1.128953 -0.298 -0.216 -0.364
H 2.359742 -4.140333 -3.327685 -0.617 0.139 -0.026
H -0.899184 -6.087760 -7.494408 -0.082 0.410 0.592
H -3.190321 -6.328542 -8.323275 0.053 0.222 0.489
H -5.098671 -5.330033 -6.924029 0.555 -0.032 0.143
H -4.635330 -4.133111 -4.874219 0.508 -0.217 -0.064
C 3.828698 -0.282806 4.599384 -0.043 -0.032 0.337
C 2.972231 -0.497311 3.324106 1.591 1.093 1.035
C 1.885951 0.583592 3.227970 -0.565 -0.144 -0.083
C 0.722488 0.380801 4.192936 0.058 -0.006 0.026
C 0.157878 -1.030889 4.070731 0.056 0.479 -0.301
C 1.230579 -2.114990 4.224373 -0.472 -0.801 1.958
N 2.405724 -1.879495 3.336358 -1.861 0.917 -2.207
O 2.055406 -2.183422 2.111905 0.618 -0.516 0.398
C 1.671960 -2.186561 5.700828 0.237 0.298 0.174
C 0.589942 -3.485449 3.969527 0.177 -0.115 -0.684
C 3.955191 -0.278352 2.167115 -0.262 -0.561 -0.554
H 4.206335 -1.228619 4.991019 -0.087 -0.002 -0.020
H 4.707207 0.329970 4.394623 -0.117 0.046 -0.169
H 3.284551 0.228494 5.393967 -0.035 -0.111 0.026
H 1.481814 0.608054 2.211018 0.096 -0.090 -0.014
H 2.327553 1.568557 3.400018 0.182 -0.112 -0.052
H 1.037100 0.581412 5.221692 0.010 -0.057 0.005
H -0.062579 1.107796 3.970964 0.054 0.011 -0.015
H -0.624252 -1.169115 4.822456 0.121 -0.227 0.019
H -0.334060 -1.129415 3.097230 0.138 -0.099 -0.047
H 2.488724 -2.899300 5.830664 -0.005 0.023 -0.058
H 0.844687 -2.517812 6.330344 -0.071 -0.054 -0.182
H 1.987550 -1.230077 6.111387 0.077 -0.017 -0.068
H 0.123713 -3.553634 2.986853 0.160 0.050 -0.044
H -0.193347 -3.680508 4.703013 0.099 0.198 0.103
H 1.329521 -4.284899 4.054254 0.007 0.049 -0.042
H 4.749945 -1.028370 2.175653 -0.048 -0.002 0.019
H 4.419749 0.704506 2.250983 -0.105 -0.009 0.234
H 3.466671 -0.307416 1.192454 -0.048 -0.164 0.084
C -1.742178 5.698231 0.984144 -0.139 0.113 -0.283
C -0.418057 5.008415 1.403434 -1.596 1.372 0.486
C 0.768105 5.955787 1.171532 0.469 -0.125 -0.326
C 1.164941 6.104317 -0.294850 -0.061 -0.012 0.023
C 1.369870 4.737468 -0.941093 0.229 0.323 0.419
C 0.163375 3.809103 -0.760745 -0.851 -0.030 -2.018
N -0.275988 3.720019 0.661887 2.907 -0.003 0.858
O 0.586812 2.974403 1.305183 -0.871 -0.303 -0.086
C -0.993043 4.300510 -1.656004 -0.214 0.341 0.091
C 0.508840 2.429599 -1.337327 0.194 -0.354 0.595
C -0.561538 4.797259 2.916202 0.383 -0.712 0.102
H -2.472968 4.973392 0.622850 0.086 -0.014 -0.035
H -2.213791 6.206914 1.825459 0.195 -0.024 0.074
H -1.599245 6.458360 0.215688 -0.016 -0.094 -0.072
H 1.640805 5.591500 1.724407 -0.102 -0.152 0.027
H 0.538562 6.941518 1.585018 -0.187 -0.118 0.085
H 0.410416 6.678109 -0.840471 -0.022 -0.044 0.000
H 2.089948 6.681892 -0.363514 -0.039 0.006 0.004
H 1.581286 4.873668 -2.005104 -0.163 -0.193 -0.010
H 2.263640 4.274848 -0.509501 -0.115 -0.114 0.084
H -1.892648 3.703187 -1.495513 0.040 0.000 0.049
H -0.723866 4.211165 -2.709511 0.142 -0.119 0.083
H -1.249466 5.347010 -1.507158 -0.035 -0.040 0.087
H 1.393177 1.991627 -0.874728 -0.097 0.031 0.138
H 0.718243 2.505927 -2.404973 -0.089 0.221 0.036
H -0.323815 1.733433 -1.212165 0.027 0.028 0.051
H -1.387117 4.118887 3.144309 0.029 0.006 -0.043
H -0.762029 5.748321 3.410319 -0.051 0.073 -0.237
H 0.345960 4.397771 3.370652 -0.047 -0.133 -0.139

Record 2
118
Properties=species:S:1:pos:R:3:forces:R:3 method="wB97M-V/def2-TZVPD" fmax_ev_per_a=1.24 e_homo_ev=-9.2 smiles="CCN[C@]1(CCO[Si](C)(C)C)NC(=O)[C@](OB(O)O)(B(O)O)[C@@H]1[C@H](Cl)[C@@H](C)Cl.O=C1OC[C@@H](F)O1.O=C1OC[C@@H](F)O1.O=C1OC[C@@H](F)O1.O=C1OC[C@@H](F)O1.O=C1OC[C@@H](F)O1.O=C1OC[C@@H](F)O1" charge=0
C 6.336719 1.261091 -0.527762 0.109 -0.018 0.037
C 6.689371 0.139555 -1.519513 0.153 0.074 -0.018
N 5.560196 -0.495139 -2.215812 0.051 0.154 0.201
C 4.407851 -0.996293 -1.473854 -0.271 -0.401 -0.526
C 4.692724 -1.388379 -0.016125 0.137 0.224 0.329
C 5.838838 -2.396740 0.142219 -0.257 -0.132 0.127
O 6.667379 -2.009299 1.229027 0.021 -0.165 -0.342
Si 8.259686 -2.480179 1.371274 0.076 0.007 0.300
C 9.343699 -0.997958 1.022761 -0.129 0.133 0.058
C 8.669046 -3.911374 0.244552 -0.051 0.106 -0.014
C 8.531365 -3.005889 3.140507 0.176 0.067 0.014
N 3.909162 -2.192768 -2.171626 0.334 -0.237 0.345
C 2.583543 -2.419364 -1.931746 -0.132 0.248 0.038
O 1.999878 -3.452750 -2.130248 -0.114 -0.267 -0.011
C 1.964386 -1.089774 -1.440106 -0.058 0.097 -0.421
O 1.586953 -1.069756 -0.033425 0.022 -0.151 0.135
B 0.733039 -2.051464 0.461897 -0.043 -0.096 -0.076
O -0.554509 -1.700724 0.834607 0.410 -0.301 0.430
O 1.169941 -3.339761 0.558255 0.066 0.145 -0.378
B 0.582020 -0.724197 -2.174928 -0.064 0.093 0.237
O -0.014201 0.493036 -1.932783 -0.099 -0.234 0.121
O -0.113469 -1.622473 -2.926663 0.180 0.481 -0.267
C 3.136213 -0.098101 -1.629871 0.194 0.309 0.517
C 2.989615 0.761517 -2.905709 0.023 -0.173 0.045
Cl 3.057403 -0.192545 -4.424446 -0.030 -0.077 -0.067
C 3.857042 2.035656 -2.972340 -0.064 -0.047 -0.140
C 4.913198 2.131809 -4.054770 -0.032 0.068 -0.178
Cl 2.728608 3.442424 -3.198048 -0.057 0.088 0.176
H 6.700237 2.230591 -0.871456 -0.094 -0.035 -0.029
H 5.268889 1.343862 -0.347044 -0.071 0.056 -0.068
H 6.792084 1.066475 0.445808 -0.014 0.011 -0.080
H 7.314953 0.568013 -2.307704 -0.050 -0.070 0.006
H 7.328832 -0.586248 -1.004289 -0.123 -0.019 0.033
H 5.915341 -1.240568 -2.799910 -0.068 0.147 -0.161
H 3.786170 -1.804121 0.425562 0.008 0.085 -0.101
H 4.943664 -0.518108 0.589072 0.042 0.014 -0.056
H 5.425671 -3.390570 0.350127 0.049 0.026 -0.052
H 6.416696 -2.479810 -0.786429 0.000 0.041 0.037
H 8.823775 -0.112245 1.404420 0.098 -0.008 -0.040
H 9.547544 -0.835883 -0.038045 0.018 -0.017 0.048
H 10.292419 -1.071771 1.560823 -0.005 -0.023 -0.128
H 8.072280 -4.791194 0.499995 0.054 0.023 -0.066
H 8.525962 -3.679840 -0.813686 0.036 -0.056 0.031
H 9.725024 -4.156906 0.395994 -0.066 -0.056 -0.056
H 7.890592 -2.455283 3.832347 -0.009 -0.048 -0.038
H 9.569841 -2.791045 3.412259 -0.058 -0.073 0.052
H 8.370414 -4.077469 3.278891 -0.095 0.069 0.031
H 4.489107 -3.022699 -2.198667 -0.011 0.041 -0.115
H -0.609885 -0.970729 1.461334 -0.054 0.154 -0.216
H 0.578227 -4.013137 0.207001 -0.048 -0.021 0.309
H 0.315255 0.928524 -1.138753 0.110 0.110 -0.146
H -0.843706 -1.131516 -3.331095 -0.069 -0.235 -0.001
H 3.117557 0.621265 -0.802429 -0.154 -0.028 -0.020
H 1.960575 1.103395 -2.903848 0.063 0.063 0.078
H 4.275177 2.214938 -1.990827 0.139 -0.045 0.076
H 5.572938 2.978104 -3.854727 -0.020 -0.089 0.029
H 4.437401 2.315719 -5.019786 0.033 -0.068 0.069
H 5.482274 1.206771 -4.122830 0.038 0.055 0.129
O -3.712095 1.533365 5.577147 -0.117 0.201 -0.023
C -3.123506 0.562891 5.237975 0.022 -0.244 -0.152
O -3.606715 -0.694569 5.275377 -0.187 0.142 0.041
C -2.668389 -1.567187 4.635298 0.743 0.137 0.081
C -1.381050 -0.771383 4.753113 -0.351 -0.161 0.269
F -0.567483 -0.951328 3.681123 0.087 0.077 -0.164
O -1.846845 0.560847 4.763522 0.081 0.106 0.217
H -2.945059 -1.697504 3.587156 0.579 0.193 0.843
H -2.645099 -2.529322 5.136247 -0.053 0.036 0.171
H -0.803251 -0.956868 5.659349 0.173 0.009 -0.080
O -5.375178 0.516532 -2.395962 -0.069 -0.001 0.017
C -4.641282 -0.315569 -1.982388 -0.001 -0.040 0.107
O -3.686446 -0.128663 -1.051080 -0.039 0.034 0.011
C -3.131451 -1.402931 -0.693017 0.087 0.028 -0.181
C -3.455495 -2.230512 -1.921861 -0.079 0.165 0.176
F -3.716155 -3.529106 -1.630362 -0.081 0.007 0.069
O -4.636608 -1.616660 -2.401043 0.060 0.022 -0.187
H -3.644463 -1.783685 0.188166 0.013 -0.090 -0.060
H -2.071269 -1.308340 -0.480815 -0.183 0.095 -0.156
H -2.695131 -2.197581 -2.701907 0.019 -0.189 -0.005
O -3.992194 -2.165030 2.435747 -0.604 -0.433 -0.987
C -5.175199 -2.233971 2.359987 -0.875 0.042 -0.156
O -5.946661 -3.158529 2.960753 0.243 0.073 0.021
C -7.321919 -2.818427 2.739791 -0.127 0.048 0.005
C -7.234259 -1.949358 1.498428 -0.090 -0.075 0.098
F -8.151830 -0.958758 1.501925 0.012 0.079 0.041
O -5.938516 -1.390083 1.617516 0.308 -0.133 -0.110
H -7.693686 -2.234727 3.582937 -0.032 0.029 -0.027
H -7.916128 -3.717409 2.613490 0.121 -0.072 -0.027
H -7.300510 -2.488090 0.551734 -0.077 0.058 -0.028
O -6.858764 7.076779 5.376997 -0.029 0.053 -0.026
C -6.254826 6.103210 5.082547 0.013 -0.103 -0.095
O -6.735270 4.839594 5.136277 -0.022 0.002 -0.012
C -5.772743 3.959630 4.547160 -0.002 -0.148 0.011
C -4.493479 4.755894 4.690484 -0.058 -0.028 -0.019
F -3.634383 4.550315 3.663514 -0.052 0.064 -0.069
O -4.962005 6.090462 4.649965 0.080 0.062 0.194
H -6.015637 3.807574 3.494225 0.079 0.020 -0.032
H -5.749134 3.007773 5.067015 -0.070 0.060 0.116
H -3.962462 4.589534 5.628270 0.097 -0.058 -0.058
O 4.686627 5.521613 -6.723428 0.021 0.028 0.020
C 3.519754 5.396337 -6.868874 -0.086 0.043 0.072
O 2.761971 4.431991 -6.301306 0.048 -0.069 -0.052
C 1.388334 4.699797 -6.580728 -0.055 -0.013 0.046
C 1.485234 5.572198 -7.817500 0.075 -0.008 0.049
F 0.513122 6.513031 -7.869934 0.018 0.050 0.083
O 2.739253 6.200152 -7.647709 0.065 -0.069 -0.184
H 0.949218 5.259288 -5.753133 -0.043 0.036 -0.036
H 0.847201 3.770737 -6.730433 0.101 -0.059 -0.022
H 1.487663 5.025141 -8.762052 -0.094 0.038 -0.029
O -10.656839 0.262820 3.934090 0.047 -0.039 0.014
C -11.143834 0.004721 2.888660 0.148 -0.005 -0.116
O -11.420520 0.894382 1.909914 -0.024 0.045 -0.004
C -11.841917 0.181744 0.745735 0.014 -0.015 -0.057
C -12.313556 -1.133861 1.335439 0.053 0.070 0.044
F -12.074218 -2.187215 0.517235 0.103 0.000 -0.012
O -11.511878 -1.249886 2.491865 -0.177 -0.035 0.131
H -10.985532 0.016324 0.090132 -0.020 -0.051 -0.029
H -12.613595 0.737483 0.222604 -0.023 0.066 0.099
H -13.364916 -1.154289 1.627187 -0.025 -0.073 -0.080